# 1
{"formula": "C3H9NO", "method": "the ωB97M-V functional and the def2-TZVPD basis", "homo_energy_ev": -9.9, "fmax_ev_per_a": 4.852, "relative_energy_kcal_mol": 122.0, "gap_ev": 10.30, "e_lumo_ev": 0.37, "symbols": ["C", "C", "C", "O", "N", "H", "H", "H", "H", "H", "H", "H", "H", "H"], "xyz": [[0.31977, -1.35091, 0.12065], [-0.62174, -0.22799, -0.41454], [-0.70959, 0.98060, 0.40044], [-1.30412, 2.10468, -0.92024], [1.71016, -0.70247, 0.44184], [-0.08888, -1.83241, 1.09034], [0.60700, -2.28117, -0.45597], [-0.22949, 0.11401, -1.33981], [-1.59934, -0.59884, -0.57929], [-1.62710, 0.98226, 0.88425], [0.13097, 1.25725, 1.11720], [-0.33757, 1.95606, -0.38726], [2.14427, -0.70961, -0.54772], [1.60566, 0.30853, 0.59012]]}

***

# 2
{"formula": "C3H9NO", "method": "the ωB97M-V functional and the def2-TZVPD basis", "homo_energy_ev": -8.8, "fmax_ev_per_a": 6.699, "relative_energy_kcal_mol": 139.0, "gap_ev": 7.84, "e_lumo_ev": -0.95, "symbols": ["C", "C", "C", "N", "H", "H", "H", "H", "H", "H", "H", "H", "H", "O"], "xyz": [[-0.34536, 1.45199, -0.41726], [-0.15616, 0.27334, 0.62204], [-1.27321, -0.92319, -0.30813], [0.01639, -1.13237, 0.20590], [0.00001, 2.38958, 0.07430], [-1.43890, 1.47646, -0.68910], [0.33975, 1.30202, -1.35902], [0.83767, 0.55135, 1.17303], [-0.96862, 0.54758, 1.45363], [-2.27972, -0.90566, 0.03500], [-1.25011, -0.81127, -1.44749], [2.46684, -1.94836, 0.60597], [1.50793, -1.15503, 0.01849], [2.54347, -1.11642, 0.03265]]}

***

# 3
{"formula": "C3H9NO", "method": "the ωB97M-V functional and the def2-TZVPD basis", "homo_energy_ev": -7.6, "fmax_ev_per_a": 3.031, "relative_energy_kcal_mol": 122.7, "gap_ev": 6.64, "e_lumo_ev": -0.97, "symbols": ["C", "O", "C", "C", "N", "H", "H", "H", "H", "H", "H", "H", "H", "H"], "xyz": [[-0.38505, -1.08187, 0.55204], [2.02737, 0.26723, 0.49979], [-0.97766, 0.13596, 0.14451], [-0.22717, -0.32392, -1.15394], [-0.46394, 1.35658, 0.62927], [-0.90856, -1.99960, 0.44198], [0.65555, -1.13471, 0.82926], [2.80679, 0.77430, 0.27505], [-2.04918, 0.19449, 0.04835], [-0.63466, 0.36599, -1.90204], [0.82955, -0.03577, -1.03412], [-0.33711, -1.29610, -1.63205], [0.56079, 1.13342, 0.81398], [-0.89671, 1.64400, 1.48791]]}

***

# 4
{"formula": "C3H9NO", "method": "the ωB97M-V functional and the def2-TZVPD basis", "total_charge": 1, "multiplicity": 2, "homo_energy_ev": [-14.8, -14.8], "s_squared": 0.761, "fmax_ev_per_a": 5.031, "relative_energy_kcal_mol": 69.2, "gap_ev": [9.21, 6.49], "e_lumo_ev": [-5.61, -8.33], "symbols": ["C", "C", "C", "N", "H", "H", "H", "H", "H", "H", "H", "H", "H", "O"], "xyz": [[-0.47749, 0.67964, 2.20487], [0.35826, -0.34972, 1.48525], [0.13467, -1.47482, -0.92814], [-0.25182, -1.12764, 0.22618], [-0.48523, 0.54000, 3.25147], [-0.21340, 1.69411, 1.82643], [-1.57031, 0.54786, 1.70815], [0.66427, -1.28219, 2.07493], [1.33887, -0.01443, 1.16265], [0.79614, -0.92745, -1.62133], [-0.36151, -2.34351, -1.37726], [0.18718, 1.55857, -4.14241], [-0.10274, 0.78041, -2.76902], [-0.01688, 1.71917, -3.10177]]}

***

# 5
{"formula": "C3H9NO2", "method": "the ωB97M-V functional and the def2-TZVPD basis", "homo_energy_ev": -8.2, "fmax_ev_per_a": 1.537, "relative_energy_kcal_mol": 59.0, "gap_ev": 8.93, "e_lumo_ev": 0.69, "symbols": ["C", "C", "O", "H", "H", "H", "H", "N", "C", "O", "H", "H", "H", "H", "H"], "xyz": [[0.20538, -2.30804, 1.55626], [-0.65460, -1.45491, 2.13552], [-1.11925, -0.30808, 1.60743], [0.80240, -2.90939, 2.22283], [0.13239, -2.54136, 0.52398], [-1.05535, -1.61799, 3.13042], [-0.87093, -0.26758, 0.65702], [-0.15846, 2.05209, -2.23334], [0.61703, 1.69424, -1.09773], [0.32578, 0.39278, -0.52498], [0.24869, 1.75411, -3.10191], [-1.13033, 1.81297, -2.10288], [1.67753, 1.63863, -1.34718], [0.47700, 2.36726, -0.25560], [0.50273, -0.30475, -1.16984]]}

***

# 6
{"formula": "C3H9NO2", "method": "the ωB97M-V functional and the def2-TZVPD basis", "homo_energy_ev": -8.9, "fmax_ev_per_a": 5.964, "relative_energy_kcal_mol": 57.6, "gap_ev": 9.58, "e_lumo_ev": 0.65, "symbols": ["C", "N", "H", "H", "H", "H", "H", "H", "C", "C", "O", "O", "H", "H", "H"], "xyz": [[-0.76822, 2.37676, -1.32353], [-1.46132, 3.03494, -2.40003], [-0.89758, -2.18476, 2.21288], [-1.61850, 4.02434, -2.28208], [-2.16427, 2.49097, -2.96919], [-0.77077, 1.26163, -1.53772], [-1.19005, 2.39411, -0.23710], [0.29388, 2.65292, -1.36093], [0.83894, -1.35205, -0.36247], [0.78863, -1.41946, 1.15010], [-0.39378, -1.97512, 1.40412], [1.48817, -1.20885, 2.17694], [1.35794, -0.48571, -0.76921], [-0.05157, -1.38572, -0.76299], [1.35883, -2.17212, -0.92648]]}

***

# 7
{"formula": "C3H9NO2", "method": "the ωB97M-V functional and the def2-TZVPD basis", "homo_energy_ev": -9.6, "fmax_ev_per_a": 3.561, "relative_energy_kcal_mol": 56.7, "gap_ev": 10.37, "e_lumo_ev": 0.79, "symbols": ["O", "C", "C", "H", "H", "H", "H", "N", "C", "O", "H", "H", "H", "H", "H"], "xyz": [[1.94860, -4.23050, 3.13468], [1.29597, -3.48683, 2.41437], [-0.01160, -2.99079, 2.99422], [1.67306, -3.61874, 1.37863], [-0.52540, -2.44091, 2.19524], [-0.51039, -3.91851, 3.28029], [0.21417, -2.38965, 3.87121], [-0.19149, 2.00790, -2.16868], [-0.43161, 3.36693, -2.63542], [-1.70081, 3.86138, -2.24849], [0.75869, 1.72867, -2.33725], [-0.82802, 1.31018, -2.52313], [-0.29091, 3.30649, -3.71821], [0.35323, 4.02951, -2.27021], [-1.75349, 3.46485, -1.36727]]}

***

# 8
{"formula": "C3H9NO2", "method": "the ωB97M-V functional and the def2-TZVPD basis", "homo_energy_ev": -9.1, "fmax_ev_per_a": 7.597, "relative_energy_kcal_mol": 116.5, "gap_ev": 9.93, "e_lumo_ev": 0.86, "symbols": ["C", "C", "C", "N", "O", "O", "H", "H", "H", "H", "H", "H", "H", "H", "H"], "xyz": [[-1.53738, 0.46796, 0.62943], [0.10716, -0.48095, -0.30721], [1.65574, -1.19638, -0.62293], [0.13387, 0.30680, 0.88308], [0.80551, 1.52785, 0.56720], [-2.33102, 0.60915, -0.50450], [1.31990, 1.71658, 1.35935], [-2.01147, 1.36063, -1.00637], [-1.91423, -0.38499, 1.19696], [-1.65225, 1.37380, 1.23973], [-0.43837, -1.40910, -0.15829], [-0.00134, 0.07576, -1.24587], [1.62613, -1.73571, -1.56830], [1.86882, -1.85335, 0.21710], [2.36894, -0.37806, -0.67939]]}

***

# 9
{"formula": "C3H9NO2", "method": "the ωB97M-V functional and the def2-TZVPD basis", "homo_energy_ev": -9.8, "fmax_ev_per_a": 3.301, "relative_energy_kcal_mol": 29.4, "gap_ev": 10.45, "e_lumo_ev": 0.60, "symbols": ["C", "C", "O", "N", "H", "H", "H", "H", "H", "C", "O", "H", "H", "H", "H"], "xyz": [[-1.08428, -0.10317, -0.90172], [-1.08248, 1.32480, -1.29000], [-2.00120, 2.09925, -1.34993], [0.15971, 1.77753, -1.77595], [0.30499, 2.75453, -1.81132], [0.95863, 1.17303, -1.78015], [-1.42784, -0.08191, 0.13931], [-0.07312, -0.48977, -0.92956], [-1.78516, -0.71671, -1.45903], [0.68972, -1.57215, 1.98627], [1.38005, -0.29817, 1.81471], [2.18815, -0.42130, 1.32725], [0.60298, -2.00412, 0.98941], [1.41631, -2.12336, 2.58238], [-0.24644, -1.31849, 2.45832]]}

***

# 10
{"formula": "C3H9NO2", "method": "the ωB97M-V functional and the def2-TZVPD basis", "homo_energy_ev": -9.7, "fmax_ev_per_a": 1.827, "relative_energy_kcal_mol": 20.6, "gap_ev": 10.51, "e_lumo_ev": 0.86, "symbols": ["C", "N", "C", "C", "O", "H", "H", "H", "H", "H", "H", "H", "H", "H", "O"], "xyz": [[0.08845, -0.74442, 1.21733], [-0.72887, -0.06673, 0.36936], [-0.29281, 1.20088, -0.18924], [-1.73567, -0.79333, -0.38973], [1.17626, -0.33760, 1.57297], [-0.41124, -1.67878, 1.53074], [0.37662, 1.66838, 0.51622], [0.25222, 1.12227, -1.13738], [-1.13735, 1.86230, -0.33940], [-1.46576, -0.92841, -1.43958], [-2.02222, -1.65095, 0.21181], [-2.64434, -0.16391, -0.48284], [3.59340, 0.08726, -0.76793], [2.29002, 0.09169, 0.09330], [2.66129, 0.33135, -0.76565]]}

***

# 11
{"formula": "C3H9NO2", "method": "the ωB97M-V functional and the def2-TZVPD basis", "homo_energy_ev": -9.2, "fmax_ev_per_a": 1.180, "relative_energy_kcal_mol": 59.4, "gap_ev": 9.95, "e_lumo_ev": 0.72, "symbols": ["C", "C", "O", "H", "H", "H", "H", "N", "C", "O", "H", "H", "H", "H", "H"], "xyz": [[-1.39238, -2.12165, 1.47389], [-0.69433, -1.22900, 2.17510], [-0.85233, 0.12459, 2.06714], [-1.38852, -3.15357, 1.80467], [-1.74151, -1.93490, 0.46766], [0.09556, -1.57287, 2.84260], [-0.36539, 0.48236, 1.30797], [1.24239, 1.52738, -2.41531], [0.63040, 1.52685, -1.14105], [-0.01595, 0.32862, -0.71880], [1.97105, 0.84756, -2.58226], [0.61321, 1.45531, -3.20558], [1.38383, 1.78243, -0.38569], [-0.08363, 2.34312, -1.07283], [0.59758, -0.40624, -0.61751]]}

***

# 12
{"formula": "C3H9NO2", "method": "the ωB97M-V functional and the def2-TZVPD basis", "homo_energy_ev": -9.8, "fmax_ev_per_a": 4.746, "relative_energy_kcal_mol": 96.0, "gap_ev": 10.77, "e_lumo_ev": 0.98, "symbols": ["C", "C", "C", "N", "O", "O", "H", "H", "H", "H", "H", "H", "H", "H", "H"], "xyz": [[0.71412, 1.94021, 0.03981], [-1.38257, -2.19257, -0.22488], [0.60052, 0.43494, 0.27993], [-0.80496, -0.02031, 0.19953], [1.31352, -0.27843, -0.71334], [-1.03157, -1.29821, 0.85612], [0.17290, 2.36622, -0.84126], [0.29970, 2.48123, 1.07001], [1.73415, 2.05502, -0.15069], [-1.46024, -3.17213, 0.26874], [-0.51881, -2.19913, -1.07070], [-2.46835, -1.91192, -0.70433], [1.04142, 0.12406, 1.18884], [-1.52572, 0.51878, 0.61684], [0.72027, -0.79357, -1.13053]]}